Entry 1:
# C32H47INOPS2

One molecule with the formula C32H47INOPS2 (ωB97M-V/def2-TZVPD, the OMol25 dataset).

Structure (XYZ):
```
85
Properties=species:S:1:pos:R:3:lowdin_charge:R:1
C -3.23 5.63 7.94 -0.0287
C -2.60 5.59 6.69 -0.1549
C -3.44 6.10 5.48 -0.1691
C -2.83 5.79 4.08 -0.1540
C -1.93 6.79 3.49 -0.0470
C -1.32 6.62 2.18 -0.3118
P -0.18 8.01 1.64 0.3807
S -1.25 9.35 0.69 0.0639
C -1.59 5.41 1.35 -0.1914
C -2.47 4.42 1.95 -0.3365
C -3.08 4.57 3.30 -0.1419
C -4.00 3.47 3.95 -0.1864
C -3.21 2.13 4.21 -0.3050
C -4.07 0.81 4.16 -0.6331
I -5.28 0.54 2.38 0.7334
S -2.89 2.90 1.07 0.9478
C -1.99 3.05 -0.48 -0.3990
C -2.13 1.95 -1.45 -0.0519
C -1.46 1.99 -2.74 -0.1915
C -1.64 0.84 -3.82 -0.1430
C -1.98 -0.49 -3.05 -0.2254
C -1.86 -1.80 -3.95 -0.1957
C -1.52 -3.00 -2.95 -0.2081
C 0.05 -3.14 -2.69 -0.1990
C 0.44 -4.67 -2.71 -0.2210
C 1.58 -5.07 -1.71 -0.2137
C 1.75 -6.66 -1.78 -0.1944
C 2.80 -6.99 -2.92 -0.1968
C 4.17 -7.43 -2.20 -0.2159
C 5.18 -6.23 -2.10 -0.2234
C 6.29 -6.62 -1.01 -0.2144
C 7.64 -5.82 -1.22 -0.2640
C 7.44 -4.33 -1.70 -0.1352
C -0.60 3.14 -3.04 -0.0313
C -0.47 4.21 -2.07 0.0049
C -1.16 4.21 -0.76 -0.1895
N -0.95 5.39 0.05 -0.1227
O -1.54 6.46 -0.68 -0.0761
H -2.80 6.22 8.79 0.0613
H -4.20 5.12 8.13 0.0590
H -1.55 5.23 6.64 0.1058
H -4.50 5.73 5.57 0.1167
H -3.49 7.23 5.56 0.1228
H -1.72 7.72 4.08 0.1097
H 0.71 7.44 0.69 -0.0153
H 0.52 8.55 2.76 -0.0160
H -4.90 3.37 3.29 0.0785
H -4.39 3.80 4.95 0.1036
H -2.81 2.19 5.27 0.1179
H -2.31 1.99 3.56 0.0821
H -4.70 0.65 5.07 0.0541
H -3.34 -0.05 4.16 0.0480
H -2.79 1.10 -1.16 0.0976
H -2.55 1.16 -4.41 0.1265
H -0.75 0.76 -4.49 0.1128
H -3.02 -0.49 -2.63 0.1127
H -1.23 -0.58 -2.21 0.1144
H -1.03 -1.64 -4.69 0.0987
H -2.81 -2.06 -4.47 0.1051
H -2.01 -3.95 -3.28 0.0998
H -1.98 -2.69 -1.96 0.1053
H 0.60 -2.59 -3.51 0.1082
H 0.35 -2.70 -1.70 0.1058
H -0.48 -5.27 -2.46 0.1028
H 0.77 -4.92 -3.76 0.1196
H 2.57 -4.60 -1.99 0.0952
H 1.38 -4.74 -0.65 0.1091
H 2.03 -7.08 -0.79 0.0992
H 0.74 -7.05 -2.11 0.0976
H 3.04 -6.08 -3.54 0.1014
H 2.42 -7.80 -3.61 0.1019
H 3.99 -7.86 -1.18 0.0998
H 4.63 -8.26 -2.82 0.1104
H 4.70 -5.28 -1.72 0.0953
H 5.62 -6.01 -3.11 0.1134
H 5.88 -6.39 0.01 0.1145
H 6.46 -7.73 -1.15 0.1051
H 8.25 -6.35 -2.00 0.1004
H 8.25 -5.84 -0.28 0.0977
H 6.53 -3.89 -1.23 0.0699
H 8.37 -3.73 -1.48 0.0717
H 7.32 -4.31 -2.83 0.0709
H -0.10 3.15 -4.03 0.1086
H 0.18 5.08 -2.33 0.1158
H -2.50 6.33 -0.52 0.1258
```

charge = 0
DFT total energy = -2812.66387 Ha
multiplicity = 1
SMILES = C=CCc1cc([PH2]=S)c2c(c1CCCI)Sc1cc(CCCCCCCCCCCCCC)ccc1N2O

Entry 2:
# C6H15NS

A 2-piece molecular cluster, C6H15NS overall (ωB97M-V/def2-TZVPD, the OMol25 dataset).

Structure (XYZ):
```
23
Properties=species:S:1:pos:R:3:nbo_charge:R:1
C -0.25 -1.63 -0.91 -0.6633
C 1.02 -2.43 -0.90 0.2005
C 2.06 -2.22 -1.72 -0.5249
N 1.04 -3.40 0.14 -0.8106
H -0.53 -1.34 0.10 0.2269
H -1.09 -2.25 -1.25 0.2155
H -0.20 -0.75 -1.54 0.2204
H 2.89 -2.91 -1.69 0.1929
H 2.05 -1.37 -2.38 0.2039
H 0.10 -3.71 0.31 0.3649
H 1.67 -4.15 -0.08 0.3712
C 0.92 2.67 -0.96 -0.6016
C 0.35 2.11 0.33 -0.4223
C -1.17 2.18 0.38 -0.4669
S -1.78 1.12 1.80 -0.0868
H 2.01 2.59 -0.98 0.2174
H 0.59 3.70 -1.09 0.2054
H 0.56 2.11 -1.83 0.2015
H 0.60 1.07 0.52 0.2081
H 0.77 2.64 1.19 0.2095
H -1.69 1.79 -0.49 0.2071
H -1.60 3.15 0.61 0.2109
H -3.04 1.57 1.73 0.1203
```

charge = 0
relative energy (zero: lowest compared OMol25 entry of this formula, charge and spin) = 12.1 kcal/mol
multiplicity = 1
SMILES = C=C(C)N.CCCS

Entry 3:
# C20H22Cl3GeIrN5O3

C20H22Cl3GeIrN5O3 as an isolated structure (ωB97M-V/def2-TZVPD, the OMol25 dataset).

Structure (XYZ):
```
55
Properties=species:S:1:pos:R:3:nbo_charge:R:1
Ir 0.24 0.62 0.11 1.0504
C -0.84 -1.97 0.99 -0.2788
N -1.30 -0.72 0.31 -0.4974
C -2.44 -0.07 1.02 -0.2789
C -2.43 1.38 0.66 0.3812
N -1.36 1.95 0.13 -0.4944
C -1.72 3.28 -0.17 0.0606
C -1.08 4.31 -0.87 -0.2135
C -1.78 5.48 -1.04 -0.1661
C -3.09 5.66 -0.55 -0.1509
C -3.75 4.64 0.09 -0.2265
C -3.04 3.45 0.26 0.1753
N -3.45 2.23 0.77 -0.4816
C 0.53 -2.23 0.49 0.4035
N 1.32 -1.25 0.06 -0.5353
C 2.54 -1.88 -0.29 0.1431
C 3.75 -1.43 -0.81 -0.2357
C 4.74 -2.35 -1.09 -0.1633
C 4.57 -3.72 -0.84 -0.1567
C 3.39 -4.19 -0.31 -0.1873
C 2.40 -3.25 -0.05 0.0968
N 1.12 -3.42 0.45 -0.4744
H -1.52 -2.79 0.77 0.2639
H -0.84 -1.80 2.06 0.2520
H -1.61 -0.98 -0.63 0.4321
H -2.31 -0.22 2.10 0.2495
H -3.38 -0.55 0.73 0.2687
H -0.10 4.20 -1.30 0.2255
H -1.31 6.30 -1.58 0.2511
H -3.59 6.60 -0.71 0.2579
H -4.76 4.75 0.44 0.2556
H -4.38 2.01 1.10 0.4578
H 3.98 -0.39 -0.99 0.1873
H 5.68 -2.00 -1.49 0.2521
H 5.37 -4.40 -1.06 0.2611
H 3.23 -5.24 -0.11 0.2570
H 0.69 -4.30 0.70 0.4589
C 1.60 1.45 4.20 -0.6639
C 1.79 0.56 2.98 0.1907
C 2.00 -0.90 3.33 -0.6379
O 0.50 0.67 2.21 -0.7205
C 2.94 1.01 2.06 0.8220
O 3.86 1.62 2.79 -0.4739
O 3.00 0.82 0.87 -0.6712
H 0.74 1.09 4.78 0.2470
H 1.47 2.50 3.93 0.2402
H 2.47 1.39 4.85 0.2882
H 1.17 -1.25 3.95 0.2447
H 2.91 -0.99 3.92 0.2720
H 2.12 -1.51 2.44 0.2216
H 0.03 1.41 2.61 0.5269
Cl 0.41 0.71 -2.24 -0.2919
Ge 2.64 1.51 -1.54 1.2978
Cl 1.58 2.74 0.02 -0.3489
Cl 5.26 2.09 1.97 0.3562
```

charge = +3
relative energy (zero: lowest compared OMol25 entry of this formula, charge and spin) = 109.8 kcal/mol
multiplicity = 1

Among the records above, which one has the highest charge?
C20H22Cl3GeIrN5O3

Which value of multiplicity does entry 2 give?
1